97
Properties=species:S:1:pos:R:3 method="wB97M-V/def2-TZVPD" homo_lumo_gap_ev=7.666 charge=+1 largest_force_ev_per_a=7.124 multiplicity=1 homo_energy_ha=-0.42230
C 10.086 -3.385 -3.210
C 9.637 -3.901 -1.753
C 10.389 -3.108 -0.560
C 9.927 -1.556 -0.442
C 8.328 -1.357 -0.560
C 7.947 0.016 0.237
C 6.965 0.963 -0.620
C 6.540 2.277 0.242
C 5.695 3.312 -0.654
C 4.109 3.131 -0.449
C 3.353 4.134 -1.461
C 1.814 3.669 -1.721
C 0.849 4.641 -0.881
C -0.723 4.477 -1.185
C -1.163 3.019 -1.692
N -2.573 2.647 -1.387
C -3.758 3.426 -1.685
C -3.943 4.850 -2.391
C -4.143 4.552 -3.975
O -3.768 5.300 -4.885
F -4.849 3.343 -4.329
C -5.073 2.723 -1.267
N -4.543 1.482 -0.716
C -5.546 0.451 -0.216
C -5.178 -0.177 1.192
C -4.978 -1.740 1.326
F -3.712 -1.940 2.004
F -5.960 -2.206 2.283
C -5.166 -2.642 0.030
F -6.545 -2.483 -0.369
F -4.266 -2.263 -1.035
C -4.962 -4.222 0.225
F -3.818 -4.592 0.970
F -6.104 -4.737 0.937
C -4.831 -5.018 -1.193
F -5.654 -4.480 -2.214
F -3.481 -4.937 -1.695
C -5.160 -6.589 -1.082
F -4.814 -7.166 0.178
F -4.292 -7.240 -2.034
C -6.654 -7.001 -1.523
F -6.811 -7.044 -2.946
F -7.663 -6.144 -1.040
F -6.857 -8.327 -1.014
C -3.114 1.427 -0.781
I -1.806 -0.160 -0.122
H 9.753 -4.185 -3.970
H 9.515 -2.421 -3.492
H 11.213 -3.191 -3.277
H 9.964 -5.006 -1.648
H 8.489 -3.868 -1.636
H 10.237 -3.672 0.423
H 11.512 -3.107 -0.782
H 10.231 -1.174 0.594
H 10.481 -0.913 -1.211
H 7.994 -1.304 -1.651
H 7.774 -2.261 -0.093
H 7.464 -0.284 1.230
H 8.925 0.569 0.453
H 7.479 1.299 -1.598
H 6.013 0.374 -0.864
H 7.489 2.755 0.704
H 5.923 1.885 1.131
H 6.010 4.368 -0.347
H 5.960 3.178 -1.759
H 3.876 3.376 0.649
H 3.777 2.053 -0.685
H 3.275 5.151 -0.922
H 3.907 4.291 -2.447
H 1.733 2.621 -1.229
H 1.547 3.563 -2.827
H 1.068 4.546 0.252
H 1.127 5.721 -1.191
H -1.272 4.648 -0.177
H -1.049 5.307 -1.897
H -0.964 2.900 -2.828
H -0.463 2.263 -1.184
H -3.113 5.602 -2.184
H -4.949 5.307 -2.046
H -6.146 3.083 -1.395
H -6.523 1.058 -0.085
H -5.729 -0.248 -1.093
H -4.217 0.346 1.571
H -5.993 0.147 1.950
C -6.425 0.188 6.951
C -5.208 -0.655 6.637
C -5.290 -0.778 5.129
O -5.918 0.420 4.647
C -6.469 1.132 5.765
H -6.365 0.709 7.907
H -7.321 -0.443 6.960
H -4.300 -0.114 6.920
H -5.201 -1.622 7.144
H -5.915 -1.626 4.833
H -4.307 -0.890 4.664
H -5.847 2.016 5.939
H -7.483 1.461 5.528

=====

110
Properties=species:S:1:pos:R:3 method="wB97M-V/def2-TZVPD" homo_lumo_gap_ev="8.322 / 6.049" charge=+2 largest_force_ev_per_a=0.211 multiplicity=2 homo_energy_ha="-0.49620 / -0.50674"
Ti 1.000 2.287 -0.407
B 3.004 4.445 -0.082
N 1.549 4.941 -0.427
C 1.148 6.106 -0.925
C -0.244 6.154 -0.927
C -0.636 4.938 -0.407
N 0.447 4.209 -0.081
N 3.476 3.341 -1.095
C 4.530 3.337 -1.907
C 4.666 2.074 -2.475
C 3.621 1.338 -1.949
N 2.911 2.101 -1.104
H 3.752 5.372 -0.157
H 2.932 3.921 1.000
H 1.873 6.845 -1.225
H -0.870 6.964 -1.255
H -1.626 4.540 -0.256
H 5.133 4.223 -2.016
H 5.424 1.745 -3.163
H 3.337 0.314 -2.129
O 1.286 1.633 1.350
P 0.649 1.085 2.644
N 0.639 -0.547 2.498
C 1.870 -1.192 1.975
C 1.807 -2.608 2.539
C 1.108 -2.413 3.881
C 0.013 -1.416 3.525
N 1.560 1.688 3.838
C 1.309 1.381 5.261
C 2.003 2.527 5.989
C 3.204 2.814 5.092
C 2.631 2.703 3.682
N -0.893 1.498 2.914
C -2.070 0.856 2.285
C -3.230 1.729 2.753
C -2.609 3.121 2.813
C -1.229 2.859 3.407
H 2.764 -0.673 2.336
H 1.889 -1.161 0.883
H 2.791 -3.066 2.616
H 1.187 -3.241 1.897
H 1.797 -1.975 4.606
H 0.711 -3.335 4.304
H -0.341 -0.836 4.376
H -0.847 -1.934 3.090
H 1.760 0.420 5.529
H 0.239 1.327 5.469
H 2.276 2.264 7.008
H 1.342 3.396 6.026
H 3.975 2.057 5.243
H 3.651 3.790 5.271
H 3.366 2.385 2.946
H 2.208 3.653 3.348
H -2.167 -0.177 2.615
H -1.972 0.871 1.196
H -3.555 1.418 3.748
H -4.087 1.666 2.084
H -3.184 3.830 3.405
H -2.507 3.527 1.803
H -1.261 2.863 4.499
H -0.488 3.591 3.083
C -4.499 -6.723 -2.393
C -3.621 -5.561 -2.041
C -3.382 -5.214 -0.714
C -2.569 -4.146 -0.377
C -2.351 -3.820 1.079
C -1.954 -3.420 -1.418
Te -0.715 -1.867 -0.814
N -0.373 1.158 -0.798
C -0.505 1.707 -2.010
O 0.406 2.549 -2.365
C -1.612 1.376 -2.924
C -1.521 1.720 -4.270
C -2.540 1.359 -5.137
C -3.651 0.674 -4.658
C -3.753 0.348 -3.310
C -2.732 0.695 -2.442
C 0.850 -2.070 -2.210
C 1.018 -1.090 -3.184
C 2.035 -1.212 -4.116
C 2.884 -2.308 -4.059
C 2.712 -3.273 -3.079
C 1.693 -3.184 -2.133
C 1.562 -4.253 -1.081
C -2.205 -3.721 -2.774
C -1.643 -2.928 -3.921
C -3.034 -4.795 -3.048
H -4.938 -7.178 -1.508
H -3.924 -7.486 -2.921
H -5.304 -6.409 -3.057
H -3.846 -5.792 0.076
H -2.983 -4.445 1.706
H -2.602 -2.779 1.304
H -1.315 -3.992 1.382
H -0.653 2.261 -4.622
H -2.475 1.618 -6.185
H -4.448 0.404 -5.338
H -4.632 -0.165 -2.941
H -2.805 0.477 -1.383
H 0.335 -0.257 -3.254
H 2.153 -0.461 -4.885
H 3.678 -2.418 -4.785
H 3.376 -4.128 -3.047
H 2.118 -5.142 -1.370
H 0.525 -4.556 -0.923
H 1.969 -3.910 -0.127
H -1.657 -1.854 -3.723
H -2.235 -3.103 -4.818
H -0.615 -3.219 -4.141
H -3.244 -5.039 -4.083

=====

26
Properties=species:S:1:pos:R:3 method="wB97M-V/def2-TZVPD" homo_lumo_gap_ev=8.532 largest_force_ev_per_a=4.869 multiplicity=1 smiles="C=C(C)[N+](=O)[O-].CC=C(C)C" homo_energy_ha=-0.32804 e_above_lowest_ev=6.4900
C -0.299 2.073 0.312
C 0.381 0.903 0.838
C -1.774 0.020 1.633
C 0.427 -1.179 2.218
C -0.455 -2.188 -1.516
C 0.459 -0.159 -2.737
C -0.283 0.029 1.594
C 0.522 -1.368 -1.888
N 1.869 -1.524 -1.251
O 2.113 -2.423 -0.488
O 2.674 -0.639 -1.595
H -1.123 2.420 0.991
H -0.490 2.041 -0.787
H 1.449 0.725 0.621
H -2.236 0.913 1.850
H -2.204 -0.732 2.386
H -2.282 -0.286 0.718
H 1.442 -1.044 2.344
H 0.017 -1.344 3.220
H 0.352 -2.216 1.737
H -1.343 -2.064 -2.029
H 0.306 3.135 0.466
H -0.079 -2.979 -0.798
H 1.494 -0.094 -3.234
H 0.152 0.589 -1.987
H -0.419 -0.248 -3.473

=====

79
Properties=species:S:1:pos:R:3 method="wB97M-V/def2-TZVPD" homo_lumo_gap_ev=8.616 largest_force_ev_per_a=2.590 multiplicity=1 smiles=Cc1ccc(C(C)C)c(OCPCCC(C)C)c1.COC[C@@H](C)N.COC[C@@H](C)N homo_energy_ha=-0.29422
C 3.465 2.084 0.924
C 4.118 0.857 0.227
C 4.843 1.021 -1.034
C 5.493 -0.126 -1.693
C 5.456 -1.494 -1.117
C 6.170 -2.630 -1.906
C 6.722 -3.818 -1.027
C 7.436 -2.041 -2.702
C 4.710 -1.640 0.129
O 4.608 -2.896 0.738
C 3.300 -3.170 1.265
P 1.912 -3.098 -0.029
C 0.442 -2.284 0.852
C -0.872 -2.262 -0.061
C -1.142 -0.829 -0.683
C 0.148 -0.234 -1.365
C -2.225 -1.064 -1.842
C 4.050 -0.492 0.788
H 2.380 2.089 0.655
H 3.969 3.055 0.685
H 3.516 1.917 2.038
H 4.896 2.051 -1.473
H 5.999 0.115 -2.655
H 5.518 -3.082 -2.713
H 7.083 -3.425 -0.040
H 7.518 -4.424 -1.541
H 5.860 -4.504 -0.776
H 7.133 -1.410 -3.572
H 8.137 -2.873 -2.962
H 7.947 -1.349 -1.966
H 3.329 -4.243 1.613
H 3.036 -2.568 2.180
H 2.324 -2.273 -1.114
H 0.204 -2.801 1.823
H 0.728 -1.222 1.075
H -1.722 -2.470 0.652
H -0.841 -3.031 -0.878
H -1.637 -0.119 0.037
H 0.897 0.091 -0.596
H 0.567 -1.036 -2.036
H -0.093 0.666 -1.990
H -2.939 -1.859 -1.494
H -1.691 -1.402 -2.770
H -2.815 -0.130 -2.047
H 3.498 -0.586 1.760
C 0.018 2.310 4.351
C -0.051 2.231 2.829
C -1.480 2.347 2.267
O -2.268 1.173 2.410
C -2.852 1.005 3.690
N 0.602 0.993 2.388
H -0.291 1.382 4.834
H 1.043 2.508 4.674
H -0.611 3.119 4.732
H 0.523 3.077 2.436
H -1.403 2.515 1.187
H -2.005 3.217 2.679
H -3.136 1.960 4.142
H -2.172 0.461 4.348
H -3.751 0.397 3.573
H 0.647 0.994 1.371
H -0.033 0.224 2.599
C -5.989 1.297 -3.043
C -5.757 1.111 -1.547
C -7.057 0.998 -0.729
O -7.731 2.231 -0.520
C -8.526 2.663 -1.610
N -4.905 2.202 -1.058
H -6.286 2.315 -3.298
H -5.071 1.087 -3.597
H -6.760 0.614 -3.409
H -5.211 0.170 -1.420
H -6.795 0.638 0.270
H -7.739 0.254 -1.159
H -8.988 1.824 -2.140
H -7.930 3.265 -2.299
H -9.318 3.303 -1.217
H -4.665 2.019 -0.086
H -5.483 3.039 -1.010

=====

14
Properties=species:S:1:pos:R:3 method="wB97M-V/def2-TZVPD" homo_lumo_gap_ev="7.796 / 8.021" largest_force_ev_per_a=1.323 multiplicity=1 homo_energy_ha="-0.27777 / -0.28622" e_above_lowest_ev=5.3019
C 1.685 0.713 0.190
C 0.253 -1.081 0.333
C -0.753 -0.821 1.204
C -1.761 0.439 -0.609
C -0.685 0.784 -1.154
C 0.753 -0.010 -0.574
H 1.459 0.997 1.217
H 2.644 1.058 -0.213
H 0.654 -2.086 0.191
H -0.953 0.191 1.553
H -1.214 -1.618 1.791
H -2.831 0.380 -0.461
H -0.430 1.462 -1.965
H 1.180 -0.409 -1.503

=====

94
Properties=species:S:1:pos:R:3 method="wB97M-V/def2-TZVPD" homo_lumo_gap_ev=4.737 charge=-2 largest_force_ev_per_a=0.092 multiplicity=1 homo_energy_ha=-0.03069 e_above_lowest_ev=0.0000
K -0.370 -0.659 0.592
F 1.970 -3.992 5.325
C 1.997 -4.815 4.260
F 0.849 -5.514 4.273
F 2.973 -5.728 4.546
C 2.265 -4.124 2.956
C 3.411 -4.454 2.260
C 3.688 -3.841 1.047
C 2.765 -2.915 0.586
N 1.664 -2.576 1.238
C 1.369 -3.143 2.436
S -0.044 -2.615 3.252
H 4.089 -5.192 2.667
H 4.574 -4.080 0.475
H 2.915 -2.419 -0.369
Se 0.828 -2.223 -2.594
P 0.051 -1.178 -4.296
Se 0.515 0.897 -4.603
C 0.488 -2.144 -5.804
C 0.292 -3.523 -5.799
C 0.565 -4.275 -6.930
C 1.048 -3.657 -8.078
C 1.256 -2.286 -8.084
C 0.974 -1.531 -6.951
C -1.780 -1.347 -4.367
C -2.512 -1.788 -3.275
C -3.900 -1.845 -3.339
C -4.562 -1.467 -4.497
C -3.832 -1.028 -5.597
C -2.450 -0.965 -5.530
H -0.061 -3.999 -4.891
H 0.406 -5.346 -6.914
H 1.267 -4.246 -8.961
H 1.640 -1.799 -8.973
H 1.131 -0.458 -6.939
H -1.987 -2.069 -2.373
H -4.460 -2.173 -2.472
H -5.644 -1.505 -4.544
H -4.343 -0.727 -6.504
H -1.881 -0.596 -6.375
C 4.407 -0.314 4.933
C 3.286 -0.846 4.049
Sb 1.715 0.518 3.417
C 0.500 0.511 5.204
C 1.132 -0.027 6.481
C 2.748 2.405 3.790
C 2.885 2.896 5.227
H 5.181 -1.073 5.088
H 4.038 -0.022 5.917
H 4.892 0.561 4.493
H 2.766 -1.674 4.533
H 3.697 -1.249 3.119
H -0.366 -0.092 4.931
H 0.137 1.534 5.325
H 1.487 -1.050 6.341
H 0.406 -0.047 7.300
H 1.978 0.581 6.807
H 2.176 3.128 3.202
H 3.729 2.326 3.311
H 1.910 2.966 5.714
H 3.340 3.892 5.271
H 3.503 2.226 5.827
O -1.896 0.514 -1.273
S -1.857 1.942 -1.740
C -3.073 2.827 -0.714
C -4.422 2.860 -1.446
C -4.358 1.838 -2.581
C -2.965 1.992 -3.169
H -2.672 3.816 -0.487
H -3.089 2.251 0.214
H -4.585 3.857 -1.866
H -5.243 2.662 -0.755
H -5.137 1.995 -3.331
H -4.464 0.823 -2.194
H -2.824 2.970 -3.640
H -2.643 1.214 -3.858
N 1.485 0.981 -0.873
H 1.928 0.254 -1.429
H 2.212 1.594 -0.521
H 0.934 1.513 -1.542
Cl -3.848 4.216 3.249
C -2.387 4.257 2.263
C -2.106 5.425 1.595
C -0.993 5.532 0.761
C -0.166 4.402 0.655
C -0.442 3.235 1.321
C -1.599 3.058 2.172
C -1.909 1.855 2.765
H -2.778 6.267 1.723
H -0.772 6.453 0.238
H 0.713 4.440 0.018
H 0.215 2.381 1.189
H -2.761 1.740 3.417
H -1.208 1.031 2.704

=====

17
Properties=species:S:1:pos:R:3 method="wB97M-V/def2-TZVPD" homo_lumo_gap_ev="8.604 / 8.604" charge=+1 largest_force_ev_per_a=5.232 multiplicity=1 smiles="N[N+]1=C(O)C=CCN=C1" homo_energy_ha="-0.51741 / -0.51742" e_above_lowest_ev=3.3759
C 0.288 1.569 -0.069
C 1.618 1.284 0.022
C 0.212 -1.441 -0.235
C -0.881 0.802 -0.093
C 2.239 -0.068 0.222
N 1.414 -1.222 -0.313
N -0.911 -0.624 0.123
N -2.209 -1.124 -0.040
O -2.027 1.397 -0.164
H 0.033 2.630 -0.204
H 2.478 1.967 0.072
H -0.068 -2.491 -0.508
H 3.000 -0.153 -0.476
H 2.552 -0.115 1.225
H -2.868 0.951 0.069
H -2.787 -1.317 0.841
H -2.082 -2.046 -0.471

=====

12
Properties=species:S:1:pos:R:3 method="wB97M-V/def2-TZVPD" homo_lumo_gap_ev=8.983 largest_force_ev_per_a=1.148 multiplicity=1 homo_energy_ha=-0.31930 e_above_lowest_ev=5.5637
O 1.482 0.013 0.567
C 2.448 0.359 -0.257
C 0.554 -0.718 -0.293
C -0.781 -0.568 0.368
C -1.547 0.656 0.132
O -1.876 -0.558 -0.530
H 2.649 1.404 0.069
H 0.887 -1.742 -0.493
H 0.520 -0.161 -1.232
H -0.941 -1.119 1.295
H -2.261 0.992 0.882
H -1.134 1.441 -0.506

=====

no.,DFT total energy (eV)
1,-87136.024
2,-99791.996
3,-14118.950
4,-44090.407
5,-6345.482
6,-247247.277
7,-11822.586
8,-8334.897